{
  "formula": "C4H9NO",
  "method": "ωB97M-V with the def2-TZVPD basis set",
  "symbols": ["H", "H", "C", "N", "H", "H", "C", "O", "H", "H", "H", "C", "H", "C", "H"],
  "positions_angstrom": [[0.363, 0.716, 1.661], [-2.621, 0.578, 0.687], [1.767, -1.640, -0.914], [0.427, -1.071, -1.052], [2.013, -2.477, -1.458], [-1.659, 1.849, -0.167], [-0.332, 0.349, 0.948], [2.378, -1.077, -0.004], [1.312, 0.693, -0.256], [-0.525, -0.610, 1.520], [0.027, 0.964, -1.088], [0.283, 0.228, -0.381], [-1.756, 1.824, 1.640], [-1.637, 1.182, 0.802], [-0.041, -1.508, -1.936]],
  "forces_ev_per_angstrom": [[0.6220, 1.3573, 0.3697], [1.7791, 0.6147, 0.3535], [-3.6695, 5.5252, 4.5270], [2.0994, -3.2103, -2.4987], [0.7457, -1.9688, -1.4641], [0.3999, -1.1474, 1.9492], [-2.6916, -1.2713, 0.9798], [1.4323, -2.2198, -1.5470], [-0.6613, -1.3744, -0.1259], [-0.2043, 0.4860, -1.3874], [-1.8225, 0.6318, -0.9547], [3.2804, -0.0247, -1.4198], [-0.3527, 0.6534, 0.7273], [-1.4034, -0.1598, -1.8290], [0.4463, 2.1080, 2.3202]],
  "mulliken_charge": [0.345, 0.237, -0.061, -0.294, 0.419, 0.264, -0.337, -0.558, 0.296, 0.300, 0.565, -0.740, 0.338, -1.038, 0.264],
  "gap_ev": 10.6,
  "smiles": "CCCNC=O",
  "e_above_lowest_kj_mol": 251.3,
  "spin_multiplicity": 1
}